Formula: C5H12O2
Source: OMol25
Level of theory: the ωB97M-V functional and the def2-TZVPD basis

Total energy ... -347.9724 a.u.
ΔE to the lowest compared entry with this formula, charge and spin ... 145.8 kcal per mole
Gap between HOMO and LUMO ... 3.30 eV
M ... 104.15 g/mol
E_HOMO ... -6.8770 eV

Element x y z (Å)
1 O -2.29 0.21 -1.73
2 O -2.68 -0.28 0.69
3 C 1.41 -1.62 1.33
4 C -0.16 -0.69 -0.36
5 C 1.94 0.52 0.22
6 C 1.15 -0.62 0.42
7 C 1.41 1.85 -0.21
8 H 0.85 -2.54 1.30
9 H -0.80 -1.45 0.08
10 H 2.10 2.59 -0.58
11 H 2.21 -1.36 2.02
12 H 2.93 0.47 0.68
13 H -0.69 0.26 -0.34
14 H 0.66 1.60 -0.96
15 H -3.35 -0.97 0.82
16 H -2.90 0.73 -2.27
17 H 0.05 -0.81 -1.43
18 H 0.85 2.16 0.69
19 H -2.71 -0.05 -0.35